No. 1
Entry from the Open Molecules 2025 dataset: a 7-piece molecular cluster, C39H36F6O4 overall at a distorted geometry (ωB97M-V with the def2-TZVPD basis set).

Properties
F_max, hartree/bohr: 0.021
Kohn-Sham gap, Ha: 0.348
SMILES: CCOC(=O)OO.Fc1ccccc1.Fc1ccccc1.Fc1ccccc1.Fc1ccccc1.Fc1ccccc1.Fc1ccccc1

Each line ends with the Löwdin charge.
Element x y z (Å)
C (-0.282, 6.729, 1.335)  -0.034
C (0.008, 5.539, 2.244)  -0.180
O (0.252, 4.315, 1.530)  0.022
C (-0.777, 3.945, 0.765)  -0.560
O (-1.949, 4.081, 1.009)  0.159
O (-0.383, 3.268, -0.371)  -0.033
O (0.711, 3.937, -0.999)  0.041
H (0.492, 7.474, 1.454)  0.064
H (-1.217, 7.182, 1.621)  0.079
H (-0.295, 6.460, 0.288)  0.084
H (0.888, 5.728, 2.836)  0.103
H (-0.808, 5.406, 2.941)  0.118
H (1.472, 3.544, -0.557)  0.071
F (-4.793, 5.534, -5.838)  0.050
C (-3.969, 5.017, -4.901)  -0.291
C (-2.653, 4.766, -5.234)  -0.021
C (-1.810, 4.237, -4.267)  -0.074
C (-2.290, 3.964, -2.993)  -0.081
C (-3.618, 4.223, -2.684)  -0.071
C (-4.469, 4.757, -3.641)  -0.017
H (-2.302, 4.982, -6.234)  0.115
H (-0.775, 4.039, -4.508)  0.105
H (-1.634, 3.550, -2.241)  0.075
H (-3.993, 4.007, -1.692)  0.104
H (-5.505, 4.972, -3.419)  0.116
F (3.202, 2.705, 0.143)  0.028
C (2.884, 1.394, 0.339)  -0.279
C (3.093, 0.497, -0.687)  -0.010
C (2.755, -0.832, -0.481)  -0.073
C (2.215, -1.237, 0.731)  -0.089
C (2.013, -0.311, 1.746)  -0.073
C (2.352, 1.020, 1.554)  -0.014
H (3.507, 0.838, -1.626)  0.122
H (2.913, -1.552, -1.272)  0.108
H (1.949, -2.274, 0.884)  0.101
H (1.587, -0.624, 2.689)  0.107
H (2.204, 1.760, 2.330)  0.120
F (-1.478, -0.015, -2.360)  0.051
C (-2.599, -0.057, -1.608)  -0.286
C (-3.470, -1.113, -1.772)  -0.029
C (-4.614, -1.164, -0.990)  -0.081
C (-4.876, -0.156, -0.071)  -0.095
C (-3.983, 0.898, 0.075)  -0.072
C (-2.831, 0.949, -0.694)  -0.009
H (-3.248, -1.885, -2.497)  0.115
H (-5.302, -1.991, -1.099)  0.104
H (-5.771, -0.196, 0.534)  0.099
H (-4.181, 1.685, 0.791)  0.106
H (-2.118, 1.753, -0.591)  0.087
F (-1.454, -7.564, -1.035)  0.045
C (-1.293, -6.223, -0.989)  -0.283
C (-0.953, -5.552, -2.145)  -0.014
C (-0.790, -4.175, -2.091)  -0.079
C (-0.961, -3.497, -0.892)  -0.101
C (-1.301, -4.196, 0.258)  -0.077
C (-1.473, -5.572, 0.214)  -0.018
H (-0.820, -6.102, -3.067)  0.118
H (-0.529, -3.630, -2.988)  0.108
H (-0.831, -2.424, -0.856)  0.093
H (-1.434, -3.669, 1.193)  0.107
H (-1.745, -6.135, 1.096)  0.117
F (2.786, -11.826, 2.085)  0.053
C (1.849, -11.342, 1.245)  -0.290
C (1.457, -12.110, 0.168)  -0.021
C (0.490, -11.608, -0.691)  -0.082
C (-0.063, -10.354, -0.469)  -0.093
C (0.349, -9.599, 0.621)  -0.079
C (1.311, -10.095, 1.489)  -0.016
H (1.905, -13.082, 0.010)  0.116
H (0.168, -12.199, -1.537)  0.104
H (-0.813, -9.967, -1.144)  0.091
H (-0.077, -8.622, 0.793)  0.089
H (1.643, -9.527, 2.348)  0.116
F (2.960, 7.300, 2.457)  0.050
C (3.823, 6.454, 3.061)  -0.289
C (4.074, 5.235, 2.470)  -0.017
C (4.959, 4.365, 3.088)  -0.078
C (5.569, 4.721, 4.283)  -0.093
C (5.296, 5.953, 4.861)  -0.082
C (4.417, 6.834, 4.247)  -0.016
H (3.585, 4.977, 1.543)  0.108
H (5.173, 3.406, 2.634)  0.104
H (6.256, 4.038, 4.764)  0.102
H (5.767, 6.232, 5.793)  0.105
H (4.195, 7.802, 4.676)  0.118


No. 2
Entry from the Open Molecules 2025 dataset: C20H27N3OS as an isolated structure at a distorted geometry (ωB97M-V with the def2-TZVPD basis set).

Properties
F_max, hartree/bohr: 0.300
Energy relative to the best compared isomer or geometry (same formula, charge and spin), kcal per mole: 432.8
Kohn-Sham gap, Ha: 0.292

Each line ends with the Löwdin charge.
Element x y z (Å)
S (2.656, 0.901, 2.609)  0.643
C (2.017, -0.202, 1.563)  -0.848
N (0.705, -0.517, 1.299)  0.067
H (0.557, -1.124, 0.684)  -0.026
C (-0.206, 0.116, 2.417)  -0.044
H (0.342, 0.653, 3.034)  -0.034
H (-0.382, -1.041, 3.048)  0.203
C (-1.417, 0.652, 1.550)  -0.220
C (-1.020, 1.733, 0.599)  -0.403
C (-0.015, 2.486, 0.634)  0.006
C (-0.209, 3.349, -0.627)  -0.092
C (-1.402, 3.166, -1.041)  -0.053
O (-2.009, 2.166, -0.112)  0.051
H (-2.117, 3.448, -1.761)  0.110
H (0.358, 4.348, -0.767)  0.150
H (0.995, 2.326, 1.244)  0.104
N (-2.347, -0.409, 1.136)  -0.090
C (-3.055, -1.294, 1.916)  -0.178
C (-4.449, -1.722, 0.983)  -0.040
C (-3.859, -2.644, -0.164)  -0.119
C (-2.957, -1.552, -1.019)  -0.165
C (-1.684, -1.309, -0.220)  -0.072
H (-1.168, -0.585, -0.856)  0.074
H (-1.148, -2.205, 0.161)  0.119
H (-2.655, -2.014, -2.081)  0.121
H (-3.633, -0.786, -1.376)  0.099
H (-4.777, -2.790, -0.539)  0.052
H (-3.408, -3.437, -0.001)  0.014
H (-4.838, -2.463, 1.809)  0.134
H (-4.956, -0.950, 0.847)  0.010
H (-3.444, -0.624, 2.592)  0.099
H (-2.508, -1.968, 2.209)  0.018
H (-2.031, 0.957, 2.388)  0.141
N (3.128, -0.804, 0.945)  -0.031
H (4.076, -0.493, 1.031)  0.066
C (2.928, -2.139, -0.159)  -0.073
H (1.940, -2.334, 0.133)  0.057
H (3.760, -3.035, 0.404)  0.198
C (3.208, -1.789, -1.512)  -0.274
C (2.251, -0.960, -2.129)  -0.116
C (0.918, -1.512, -2.466)  -0.121
C (0.161, -0.756, -3.108)  -0.108
C (0.266, 0.841, -2.976)  -0.008
C (1.369, 1.387, -2.307)  -0.155
C (2.377, 0.595, -2.032)  0.013
H (3.026, 0.954, -1.435)  0.039
H (1.377, 2.417, -2.272)  0.071
H (-0.715, 1.492, -3.247)  0.132
H (-0.942, -0.865, -3.643)  0.151
H (0.974, -2.488, -2.709)  0.087
H (4.139, -1.279, -1.658)  0.131
H (3.144, -2.680, -2.058)  0.111


No. 3
Entry from the Open Molecules 2025 dataset: a 2-piece molecular cluster, C33H36F2NOSi overall at a distorted geometry (ωB97M-V with the def2-TZVPD basis set).

Properties
F_max, hartree/bohr: 0.053
Total charge: +1
Energy relative to the best compared isomer or geometry (same formula, charge and spin), kcal per mole: 16.4
Kohn-Sham gap, Ha: 0.203

Each line ends with the Löwdin charge.
Element x y z (Å)
F (2.678, 3.818, -6.132)  0.095
C (2.054, 2.944, -5.279)  -0.184
C (2.653, 2.659, -4.054)  0.036
C (1.966, 1.852, -3.154)  0.046
C (0.634, 1.411, -3.430)  -0.168
C (-0.236, 0.956, -2.392)  0.125
C (-1.665, 1.246, -2.501)  -0.218
C (-2.147, 2.482, -1.993)  -0.014
C (-3.475, 2.850, -2.131)  0.025
C (-4.345, 1.962, -2.754)  -0.227
F (-5.668, 2.306, -2.859)  0.062
C (-3.923, 0.749, -3.298)  0.023
C (-2.577, 0.411, -3.188)  -0.029
C (0.137, 1.615, -4.761)  0.048
C (0.825, 2.405, -5.669)  0.042
H (3.632, 3.078, -3.821)  0.139
H (2.410, 1.608, -2.186)  0.133
H (0.207, 0.792, -1.413)  0.115
H (-1.437, 3.162, -1.527)  0.113
H (-3.825, 3.810, -1.761)  0.135
H (-4.634, 0.089, -3.785)  0.131
H (-2.219, -0.518, -3.633)  0.110
H (-0.824, 1.172, -5.040)  0.132
H (0.419, 2.610, -6.655)  0.138
C (-0.853, 2.683, 1.307)  -0.137
Si (-1.100, 1.076, 2.217)  0.386
C (-0.617, 1.193, 4.000)  -0.141
C (-2.846, 0.436, 2.081)  -0.144
O (-0.150, 0.007, 1.389)  -0.180
C (0.574, -1.203, 1.490)  -0.318
C (2.055, -0.867, 1.784)  -0.168
C (2.556, 0.396, 1.458)  -0.037
C (3.866, 0.745, 1.810)  -0.072
C (4.711, -0.191, 2.411)  -0.080
C (4.237, -1.478, 2.674)  -0.061
C (2.921, -1.819, 2.353)  -0.052
C (-0.081, -2.053, 2.606)  -0.142
C (0.430, -2.042, 3.910)  -0.047
C (-0.260, -2.678, 4.949)  -0.063
C (-1.467, -3.329, 4.697)  -0.074
C (-2.000, -3.315, 3.405)  -0.068
C (-1.317, -2.666, 2.367)  -0.048
C (0.488, -1.907, 0.103)  -0.254
C (1.776, -2.131, -0.712)  -0.107
C (1.260, -2.408, -2.137)  -0.139
C (-0.242, -2.078, -2.089)  -0.189
N (-0.344, -1.264, -0.875)  -0.026
H (-1.661, 3.388, 1.555)  0.049
H (0.105, 3.141, 1.589)  0.043
H (-0.854, 2.543, 0.222)  -0.014
H (-1.059, 2.117, 4.402)  0.044
H (-0.999, 0.343, 4.580)  0.037
H (0.471, 1.241, 4.121)  0.043
H (-3.516, 1.183, 2.532)  0.042
H (-3.144, 0.275, 1.035)  0.029
H (-2.966, -0.512, 2.626)  0.028
H (1.912, 1.119, 0.952)  0.106
H (4.211, 1.758, 1.601)  0.103
H (5.737, 0.080, 2.668)  0.108
H (4.882, -2.221, 3.142)  0.110
H (2.550, -2.821, 2.580)  0.127
H (1.357, -1.507, 4.134)  0.118
H (0.158, -2.638, 5.955)  0.111
H (-2.001, -3.833, 5.506)  0.110
H (-2.958, -3.796, 3.197)  0.109
H (-1.763, -2.614, 1.370)  0.118
H (0.078, -2.919, 0.273)  0.146
H (2.358, -1.201, -0.707)  0.109
H (2.391, -2.928, -0.277)  0.125
H (1.749, -1.740, -2.860)  0.101
H (1.440, -3.442, -2.447)  0.114
H (-0.609, -1.546, -2.970)  0.080
H (-0.821, -3.020, -1.996)  0.127
H (-1.285, -1.024, -0.563)  0.129


No. 4
Entry from the Open Molecules 2025 dataset: a 2-piece molecular cluster, C7H3Cl2F5Si overall at a distorted geometry (ωB97M-V with the def2-TZVPD basis set).

Properties
F_max, hartree/bohr: 0.083
Energy relative to the best compared isomer or geometry (same formula, charge and spin), kcal per mole: 37.0
Kohn-Sham gap, Ha: 0.350

Each line ends with the Löwdin charge.
Element x y z (Å)
C (0.887, -0.903, -0.865)  -0.275
C (0.845, 1.011, 0.578)  -0.269
C (2.115, -1.311, -0.341)  -0.180
C (2.100, 0.676, 1.083)  -0.220
C (0.271, 0.213, -0.382)  0.014
C (2.705, -0.470, 0.630)  -0.570
C (-2.943, -0.234, 0.420)  -0.165
F (0.314, -1.524, -1.891)  0.085
F (0.287, 2.173, 0.908)  0.079
F (2.824, -2.438, -0.703)  0.043
F (2.699, 1.495, 2.015)  0.052
F (-2.268, 0.038, -2.549)  -0.167
Si (-2.172, 0.666, -1.079)  0.227
Cl (4.113, -0.968, 1.394)  0.805
Cl (-2.519, 2.579, -1.337)  0.455
H (-2.148, -0.307, 1.155)  0.029
H (-3.764, 0.408, 0.899)  0.070
H (-3.347, -1.103, 0.065)  -0.012